[1]
{"formula": "C2H6N4", "method": "ωB97M-V/def2-TZVPD", "elements": ["C", "C", "N", "N", "N", "N", "H", "H", "H", "H", "H", "H"], "positions_angstrom": [[-0.2566, -1.4030, 0.0913], [0.2329, 0.9810, 0.5565], [-1.2086, -1.6343, -1.1154], [-0.8652, -0.9950, -2.0660], [-0.0444, -0.0564, -2.0402], [0.4887, -0.2935, -0.0980], [-1.0652, -1.6184, 0.8592], [0.2123, -2.4009, -0.0270], [0.3898, 1.7879, -0.0966], [-0.6653, 0.8763, 1.0722], [1.0740, 1.1336, 1.3907], [0.5578, 0.1808, -2.7809]], "atomic_forces_ev_per_a": [[-1.52, -1.92, 0.32], [2.94, -1.91, 1.96], [-1.42, -0.91, -0.68], [-0.42, -0.08, -1.27], [-0.27, 1.00, 3.43], [1.73, 0.62, -1.29], [1.15, 1.43, -0.04], [0.83, 0.66, 0.47], [-0.43, 1.01, -0.90], [-1.94, 0.84, 0.76], [-1.60, -0.46, -1.62], [0.94, -0.28, -1.13]], "e_homo_ev": [-8.68, -8.68], "gap_ev": [8.8, 8.8], "total_charge": 0}

---

[2]
{"formula": "C2H6N4", "method": "ωB97M-V/def2-TZVPD", "elements": ["C", "C", "N", "N", "N", "N", "H", "H", "H", "H", "H", "H"], "positions_angstrom": [[2.2080, -0.0472, -0.3434], [-0.3693, -0.1162, 0.0445], [3.3522, -0.0376, -0.1214], [-0.5688, -0.6284, 1.3382], [-0.5737, 1.2144, -0.0672], [-0.5784, -0.8288, -1.0649], [-0.6454, 0.1853, 2.0825], [-0.1197, -1.3926, 1.6728], [-1.0144, 1.8145, 0.7203], [-0.7497, 1.6922, -1.0489], [-0.0947, -1.6194, -1.3523], [-0.8461, -0.2363, -1.8601]], "atomic_forces_ev_per_a": [[-0.07, -0.21, 0.40], [-1.05, 0.58, 1.72], [-0.34, 0.02, -0.12], [-1.38, 5.96, -0.63], [-2.00, 2.96, -0.89], [-1.48, 1.75, -0.94], [0.61, -2.56, -2.10], [1.80, -2.76, 0.73], [1.35, -1.84, -1.78], [0.83, -1.74, 2.89], [1.26, -1.54, 0.14], [0.47, -0.61, 0.55]], "e_homo_ev": -8.34, "gap_ev": 8.2, "total_charge": 0}

---

[3]
{"formula": "C2H6N4", "method": "ωB97M-V/def2-TZVPD", "elements": ["C", "C", "H", "H", "H", "H", "H", "H", "N", "N", "N", "N"], "positions_angstrom": [[-0.1735, -0.3630, -1.5581], [-0.9129, 0.2406, 2.0091], [1.3633, 0.3933, 0.0901], [2.8072, 0.3595, -0.8425], [-0.6859, -0.9421, -2.3002], [-1.5122, -1.4426, -0.1767], [-1.6681, -0.8281, 2.2054], [-0.4361, 1.1306, 2.8218], [1.6745, 1.0023, -0.8701], [0.8582, 0.2353, -2.0374], [-0.9015, -0.4368, -0.1680], [-0.4130, 0.6511, 0.8267]], "atomic_forces_ev_per_a": [[-0.57, 0.66, 2.12], [1.81, 2.49, -0.51], [0.80, 2.44, -3.24], [-4.11, 2.56, -0.91], [-0.68, -0.36, -0.14], [2.19, 3.87, 1.28], [2.60, 3.66, -0.42], [-2.12, -3.23, -1.73], [2.27, -5.95, 1.62], [0.48, 0.32, 3.92], [2.01, -0.12, -4.57], [-4.68, -6.35, 2.60]], "e_homo_ev": -8.86, "gap_ev": 9.3, "total_charge": 0}

---

[4]
{"formula": "C2H6N4", "method": "ωB97M-V/def2-TZVPD", "elements": ["C", "C", "N", "N", "N", "N", "H", "H", "H", "H", "H", "H"], "positions_angstrom": [[0.4452, -0.7058, 0.6192], [-0.2614, 0.5673, -0.5484], [0.5488, -0.5421, -0.7438], [-0.3646, 0.4645, 0.7866], [0.7929, -1.6141, 1.4323], [-1.2279, 1.6007, -1.6066], [1.2907, -0.7396, -1.3560], [-1.0882, 0.9185, 1.3685], [1.1767, -2.4104, 0.9008], [0.6898, -1.6688, 2.4828], [-0.8193, 1.8667, -2.5057], [-1.1830, 2.2631, -0.8299]], "atomic_forces_ev_per_a": [[-0.99, 0.32, 2.21], [-2.51, 3.07, -5.28], [-1.88, 1.11, 1.77], [0.13, 0.12, -1.46], [0.40, -0.75, -0.40], [2.84, -4.00, 5.41], [1.15, -0.33, -1.32], [0.53, -0.81, 0.32], [0.30, -0.21, 1.00], [-0.05, 0.25, -1.34], [0.74, -0.09, 0.24], [-0.67, 1.31, -1.15]], "e_homo_ev": -20.92, "gap_ev": 9.8, "total_charge": 2}

---

[5]
{"formula": "C2H6N4O2", "method": "ωB97M-V/def2-TZVPD", "elements": ["C", "C", "N", "N", "N", "N", "O", "O", "H", "H", "H", "H", "H", "H"], "positions_angstrom": [[0.1339, -1.6143, -0.0033], [1.1705, -0.7523, -0.1087], [-1.1127, -1.1791, -0.2817], [-0.2320, 0.9968, 0.6657], [0.8487, 0.5711, -0.3333], [-1.4337, 0.4136, 0.4953], [1.8893, 1.4661, -0.2339], [-2.2436, 1.0482, -0.4225], [0.2955, -2.6424, 0.2916], [2.1999, -1.0214, 0.0665], [-1.8650, -1.7465, 0.0908], [-0.3194, 2.0031, 0.4943], [2.4420, 1.2737, 0.5451], [-1.7735, 1.1835, -1.2659]], "atomic_forces_ev_per_a": [[0.99, -0.16, 0.04], [-0.12, -0.23, 0.09], [-0.71, 2.69, 0.57], [1.47, 0.69, 0.75], [-0.63, -0.20, -0.88], [-1.03, -2.83, -0.62], [0.26, 0.21, 0.05], [-0.17, 0.51, -0.43], [0.00, -0.03, 0.09], [0.09, 0.01, 0.06], [0.06, 0.08, 0.19], [-0.10, -0.34, -0.13], [-0.34, -0.17, 0.09], [0.25, -0.24, 0.12]], "e_homo_ev": -8.27, "gap_ev": 9.0, "total_charge": 0}

---

[6]
{"formula": "C2H6N4O2", "method": "ωB97M-V/def2-TZVPD", "elements": ["H", "N", "C", "N", "N", "N", "C", "O", "O", "H", "H", "H", "H", "H"], "positions_angstrom": [[0.3807, -2.1933, 1.0344], [-0.4904, -2.0381, 0.5423], [-0.6562, -0.8755, 0.0904], [-1.8476, -0.5462, -0.5352], [0.2387, 0.2019, 0.2351], [-0.1279, 1.5562, 0.1212], [1.7481, -0.0527, 0.1014], [2.1923, -1.1496, 0.0319], [2.3844, 1.0917, 0.1051], [-2.4088, -1.3728, -0.6792], [-1.7640, 0.0057, -1.3779], [-0.7170, 1.8151, 0.9097], [-0.6483, 1.7410, -0.7354], [1.7160, 1.8165, 0.1563]], "atomic_forces_ev_per_a": [[-0.02, 0.28, -0.01], [-0.03, -0.52, -0.09], [-0.01, -0.04, 0.32], [-0.28, 0.37, -0.21], [2.68, -0.24, -0.39], [-0.36, -0.20, 0.01], [-3.20, 0.53, 0.37], [0.37, 0.00, -0.01], [0.57, 0.35, -0.04], [0.02, -0.01, 0.03], [-0.01, -0.08, 0.05], [0.09, -0.07, -0.14], [0.17, -0.02, 0.16], [0.00, -0.35, -0.05]], "e_homo_ev": -9.41, "gap_ev": 9.8, "total_charge": 0, "smiles": "[H]/N=C(/N)N(N)C(=O)O"}